Entry 1:
58
Properties=species:S:1:pos:R:3 method="wB97M-V/def2-TZVPD" lumo_ev=3.37 total_charge=-2 homo_lumo_gap_ev=3.2
Na -1.068 0.477 0.522
C 1.933 2.130 0.369
N 1.674 0.729 0.067
C 1.876 0.402 -1.336
C 1.059 -0.805 -1.738
C 1.633 -2.033 -2.024
C 0.800 -3.124 -2.237
C -0.569 -2.942 -2.166
C -1.056 -1.665 -1.909
N -0.260 -0.618 -1.712
C 2.365 -0.168 0.980
C 1.682 -1.503 1.218
C 2.395 -2.591 1.707
C 1.696 -3.746 2.032
C 0.323 -3.777 1.860
C -0.297 -2.644 1.352
N 0.371 -1.540 1.030
C 1.219 2.552 1.631
C 1.898 2.967 2.765
C 1.160 3.298 3.898
C -0.213 3.190 3.858
C -0.809 2.757 2.676
N -0.110 2.471 1.582
H 1.526 2.724 -0.452
H 3.014 2.346 0.458
H 2.944 0.233 -1.566
H 1.521 1.246 -1.923
H 2.711 -2.142 -2.023
H 1.220 -4.106 -2.419
H -1.258 -3.770 -2.264
H -2.121 -1.487 -1.781
H 2.404 0.323 1.956
H 3.412 -0.329 0.663
H 3.468 -2.525 1.847
H 2.225 -4.605 2.430
H -0.285 -4.631 2.127
H -1.372 -2.636 1.217
H 2.980 3.008 2.767
H 1.661 3.609 4.807
H -0.824 3.381 4.728
H -1.882 2.623 2.613
Se -4.293 -4.778 3.398
Sb -4.078 -1.164 2.355
Se -1.959 -0.298 3.456
Se -3.814 -0.075 0.037
Se -3.804 -3.540 1.454
C -3.184 1.027 -3.351
N -1.974 1.799 -3.145
C -0.959 1.979 -4.044
C -0.049 2.782 -3.418
N -0.474 3.090 -2.149
C -1.637 2.481 -2.028
H -3.904 1.593 -3.945
H -3.618 0.774 -2.383
H -2.935 0.101 -3.868
H -0.969 1.517 -5.016
H 0.893 3.147 -3.801
H -2.286 2.484 -1.162

***

Entry 2:
37
Properties=species:S:1:pos:R:3 method="wB97M-V/def2-TZVPD" lumo_ev=0.33 total_charge=0 homo_lumo_gap_ev=9.0
C -3.117 -0.501 1.227
C -3.250 1.140 1.355
H -2.242 -0.976 0.705
H -3.989 -0.859 0.677
H -3.123 -0.946 2.227
H -4.196 1.446 0.896
H -3.296 1.335 2.429
H -2.453 1.835 0.939
C -0.082 -2.773 0.308
C 0.860 -3.812 0.272
C 2.103 -3.543 -0.293
C 2.391 -2.241 -0.707
H -1.062 -2.925 0.762
H 0.590 -4.787 0.663
H 2.855 -4.319 -0.395
H 3.353 -1.966 -1.122
N 0.163 -1.573 -0.195
C 1.397 -1.241 -0.603
C 1.718 0.192 -0.858
N 0.726 1.079 -0.825
C 0.903 2.375 -0.980
C 3.261 2.022 -1.259
C 2.178 2.905 -1.226
H 0.030 3.027 -0.912
H 2.275 3.978 -1.339
C 3.038 0.660 -1.050
H 3.842 -0.072 -0.975
H 4.279 2.375 -1.429
Be -1.915 0.495 0.530
C -1.933 0.519 -1.171
H -1.100 -0.179 -1.342
H -1.704 1.465 -1.672
H -2.841 0.106 -1.634
O -0.260 2.614 1.401
N 0.128 1.473 1.758
O 1.193 1.220 2.303
O -0.723 0.451 1.537

***

Entry 3:
69
Properties=species:S:1:pos:R:3 method="wB97M-V/def2-TZVPD" lumo_ev="0.03 / 0.03" total_charge=0 homo_lumo_gap_ev="5.0 / 5.0"
C -0.407 3.697 -2.548
C -0.625 2.405 -2.011
N 0.305 1.903 -1.093
C 1.384 2.648 -0.742
C 1.565 3.939 -1.212
C 0.662 4.464 -2.137
C -1.763 1.656 -2.406
P -2.323 0.056 -1.851
La -0.216 -0.204 0.073
P 2.621 0.216 0.178
C 2.391 2.065 0.251
C 0.023 -3.115 -0.457
C -1.048 -3.902 0.225
C -0.823 -5.192 0.633
C 0.390 -5.857 0.339
C 1.417 -5.186 -0.367
C 1.253 -3.901 -0.811
O -1.141 0.996 -6.390
O 2.283 -0.448 -4.086
H -1.131 4.063 -3.276
H 2.423 4.504 -0.850
H 0.810 5.467 -2.531
C -3.999 0.403 -1.170
C -2.728 -0.849 -3.393
H 3.386 2.498 0.054
H 2.108 2.367 1.279
H -1.198 0.824 -7.314
H -2.332 2.106 -3.228
C 3.680 -0.108 1.630
C 3.840 0.113 -1.171
H -2.006 -3.394 0.396
H -1.590 -5.737 1.195
H 0.522 -6.900 0.631
H 2.350 -5.728 -0.558
H 2.011 -3.387 -1.412
H 0.309 -2.215 0.154
H 1.481 -0.605 -4.612
H 2.884 -1.133 -4.326
H -0.323 1.515 -6.293
H -0.344 -2.485 -1.265
H -4.726 0.416 -1.993
H -4.272 -0.382 -0.450
H -3.999 1.374 -0.655
H -3.797 -0.733 -3.624
H -2.123 -0.476 -4.231
H -2.513 -1.914 -3.228
H 4.702 0.763 -0.957
H 4.180 -0.929 -1.256
H 3.375 0.395 -2.123
H 4.595 0.500 1.593
H 3.135 0.096 2.562
H 3.951 -1.173 1.618
C 0.062 2.125 6.032
C 1.003 2.087 4.979
C 0.701 1.435 3.791
C -0.554 0.795 3.600
C -0.930 0.123 2.404
C -2.155 -0.507 2.273
C -3.094 -0.461 3.354
C -2.772 0.196 4.522
C -1.511 0.834 4.685
C -1.172 1.507 5.881
H 0.308 2.639 6.961
H 1.971 2.574 5.107
H 1.431 1.401 2.976
H -2.453 -1.060 1.365
H -4.063 -0.950 3.242
H -3.478 0.241 5.355
H -1.905 1.528 6.691

***

Entry 4:
93
Properties=species:S:1:pos:R:3 method="wB97M-V/def2-TZVPD" lumo_ev=-3.79 total_charge=+1 homo_lumo_gap_ev=6.7
C 2.317 -3.212 -4.552
C 2.470 -2.110 -3.388
P 2.643 -0.281 -4.065
C 4.542 0.056 -4.007
N 1.728 0.869 -3.054
C 2.439 1.227 -1.767
N 2.287 2.700 -1.322
N 3.166 0.378 -0.970
C 3.883 0.785 0.326
N 3.768 -0.410 1.253
C 4.979 -1.304 1.105
H 1.668 -4.152 -4.205
H 1.852 -2.714 -5.514
H 3.406 -3.658 -4.741
H 1.567 -2.083 -2.593
H 3.464 -2.281 -2.735
H 4.904 0.774 -4.887
H 4.892 0.564 -3.008
H 5.108 -0.975 -4.200
H 1.517 1.726 -3.644
H 1.331 3.036 -1.554
H 3.045 3.283 -1.719
H 3.240 -0.620 -1.232
H 5.024 1.004 0.061
H 3.449 1.747 0.829
H 3.732 -0.139 2.260
H 4.898 -1.849 0.063
H 5.093 -2.108 1.957
H 5.996 -0.698 1.075
C -1.888 -4.422 -1.930
O -3.016 -3.608 -1.623
C -3.290 -3.569 -0.220
C -2.819 -2.251 0.401
O -1.390 -2.161 0.403
C -0.905 -1.298 -0.620
H -1.636 -4.276 -2.983
H -1.019 -4.151 -1.323
H -2.137 -5.476 -1.773
H -2.840 -4.427 0.293
H -4.376 -3.642 -0.107
H -3.141 -2.220 1.447
H -3.267 -1.392 -0.114
H -1.139 -0.259 -0.372
H -1.328 -1.550 -1.596
H 0.181 -1.408 -0.673
C 0.864 4.788 4.115
O 1.007 3.562 4.826
C -0.248 2.912 5.043
C -0.437 1.736 4.082
O -0.597 2.189 2.733
C 0.585 2.009 1.962
H 1.861 5.143 3.842
H 0.277 4.658 3.202
H 0.390 5.537 4.758
H -1.079 3.623 4.961
H -0.234 2.529 6.068
H -1.357 1.206 4.350
H 0.395 1.025 4.161
H 0.741 0.945 1.764
H 1.463 2.425 2.463
H 0.453 2.526 1.008
C 1.537 8.156 3.039
O 0.871 7.364 2.061
C -0.106 8.112 1.332
C 0.404 8.481 -0.063
O 1.472 9.432 0.011
C 2.744 8.831 -0.205
H 2.374 7.576 3.438
H 1.929 9.082 2.609
H 0.851 8.388 3.859
H -0.412 9.007 1.888
H -0.984 7.467 1.225
H -0.408 8.958 -0.621
H 0.713 7.587 -0.618
H 2.845 8.546 -1.256
H 2.891 7.955 0.432
H 3.516 9.567 0.033
C -6.329 -6.999 0.941
O -6.884 -7.263 -0.344
C -6.113 -6.680 -1.397
C -5.267 -7.734 -2.116
O -4.229 -8.234 -1.265
C -4.533 -9.523 -0.745
H -6.866 -7.604 1.676
H -5.268 -7.259 0.982
H -6.463 -5.943 1.193
H -5.485 -5.864 -1.020
H -6.823 -6.253 -2.113
H -4.776 -7.267 -2.975
H -5.895 -8.553 -2.491
H -4.470 -10.269 -1.542
H -5.526 -9.551 -0.289
H -3.792 -9.767 0.021